1.
15
Properties=species:S:1:pos:R:3 method="wB97M-V/def2-TZVPD" de_lowest_kcal_mol=52.8 orbital_gap_ev=9.80 e_lumo_ev=0.9 homo_energy_ev=-8.9
C -0.244 -0.103 2.211
C 0.500 0.112 -0.041
C -0.161 0.573 -1.377
H -0.931 -0.984 2.263
H 0.651 -0.476 2.381
H -0.611 0.449 3.076
H -0.614 1.468 0.990
H 1.922 -0.712 -0.884
H 0.392 1.372 -1.922
H -1.038 0.959 -1.029
H 0.081 -1.310 -1.964
H -1.173 -0.908 -2.495
N 0.044 0.728 1.060
N 1.476 -0.700 0.025
N -0.294 -0.468 -2.295

=====

2.
15
Properties=species:S:1:pos:R:3 method="wB97M-V/def2-TZVPD" de_lowest_kcal_mol=86.7 orbital_gap_ev=10.00 e_lumo_ev=0.9 smiles="[H]/N=C/N.C=NC" homo_energy_ev=-9.1
C -4.430 -1.646 -1.275
C -4.507 -3.302 0.204
N -4.545 -3.104 -1.046
H -4.020 -0.816 -0.511
H -3.785 -1.767 -2.119
H -5.289 -1.080 -1.829
H -4.856 -4.234 0.670
H -4.150 -2.582 0.908
N 4.669 3.343 1.585
C 4.531 2.694 0.356
N 3.977 1.521 0.088
H 5.200 4.161 1.574
H 5.228 2.874 2.351
H 4.819 3.399 -0.490
H 4.571 1.247 -0.665